Arrangement A

ORCA calculation (the ωB97M-V functional and the def2-TZVPD basis) on an isolated molecule of CH4N4S.

Results
* multiplicity: 1
* total charge: 0
* frontier orbital gap (alpha / beta): 7.69 / 7.76 eV

Geometry (Å):
1 S 0.37 -1.21 -0.36
2 N -0.88 -0.88 -3.04
3 N 0.25 -0.18 -2.67
4 N 0.63 -0.11 -1.41
5 N -1.40 -1.78 -2.56
6 C 0.01 -0.20 1.18
7 H 0.45 0.61 -3.27
8 H 0.08 -0.86 2.11
9 H -0.94 0.09 0.98
10 H 0.59 0.71 1.13



Arrangement B

ORCA calculation (the ωB97M-V functional and the def2-TZVPD basis) on an isolated molecule of CH4N4S.

Results
* multiplicity: 1
* total charge: 0
* frontier orbital gap: 8.14 eV

Geometry (Å):
1 S -0.40 0.78 0.20
2 N 0.23 -0.61 -0.43
3 N 2.54 -0.09 -0.07
4 N 1.29 -1.12 -0.50
5 N 2.29 0.94 0.42
6 C -2.12 0.31 0.14
7 H -2.04 -0.72 -0.05
8 H -2.48 0.47 1.15
9 H -2.72 0.68 -0.64
10 H 3.40 -0.64 -0.22



Most favorable structure: arrangement B. The second most favorable one is 13.1 kcal/mol above it.



Arrangement A

ORCA calculation (the ωB97M-V functional and the def2-TZVPD basis) on a 14-piece molecular cluster, C42H119N7O14 overall.

Results
* multiplicity: 1
* total charge: 0
* frontier orbital gap: 8.88 eV

Geometry (Å):
1 O -12.74 17.31 5.82
2 O -15.34 17.28 9.48
3 O -11.32 13.80 7.65
4 O -13.70 15.23 4.08
5 O -12.99 14.75 15.28
6 O -7.34 17.60 6.85
7 O -9.71 18.59 9.31
8 O -14.39 8.66 5.44
9 O -8.50 14.12 3.43
10 O -8.04 12.91 11.00
11 O -4.79 10.01 9.24
12 O -18.47 12.63 9.94
13 O -12.85 9.91 10.23
14 O -16.07 13.78 5.41
15 N -7.63 20.37 8.16
16 N -14.94 9.83 13.26
17 N -15.29 13.20 14.17
18 N -20.18 11.47 6.89
19 N -14.62 15.40 7.67
20 N -13.30 19.63 9.43
21 N -7.69 10.39 9.91
22 C -17.25 18.13 10.54
23 C -16.65 11.42 5.05
24 C -12.47 9.85 4.82
25 C -7.09 18.88 6.21
26 C -13.19 9.11 6.00
27 C -13.83 13.83 2.16
28 C -15.86 12.46 5.85
29 C -12.64 14.06 7.22
30 C -12.94 13.80 14.21
31 C -12.01 17.89 4.71
32 C -9.50 14.32 1.27
33 C -6.63 20.01 7.18
34 C -13.34 15.05 8.18
35 C -13.52 14.55 9.60
36 C -8.88 17.50 9.50
37 C -11.01 18.97 5.18
38 C -13.85 9.47 12.38
39 C -5.35 19.71 7.98
40 C -11.84 15.00 16.08
41 C -9.96 14.09 11.41
42 C -11.87 19.69 9.22
43 C -20.26 10.49 9.02
44 C -14.70 15.19 12.98
45 C -12.94 14.41 3.23
46 C -11.13 18.41 9.63
47 C -9.07 13.54 10.28
48 C -16.69 17.46 9.33
49 C -18.63 12.34 8.53
50 C -9.30 13.42 2.48
51 C -8.15 11.19 7.71
52 C -14.24 13.82 13.41
53 C -10.36 13.73 6.59
54 C -19.99 11.80 8.29
55 C -14.35 8.15 11.91
56 C -11.96 10.69 9.53
57 C -11.50 21.07 9.87
58 C -17.19 13.33 10.20
59 C -13.70 10.51 11.18
60 C -5.69 10.70 8.38
61 C -7.21 10.40 8.50
62 C -7.29 16.41 5.98
63 C -3.38 10.15 9.13
64 H -6.44 20.96 6.68
65 H -17.26 13.75 11.20
66 H -13.12 13.08 7.18
67 H -4.50 19.82 7.30
68 H -16.98 14.09 9.45
69 H -7.85 19.08 5.46
70 H -14.79 12.25 5.81
71 H -16.41 12.56 10.16
72 H -13.92 15.38 10.18
73 H -12.52 11.55 9.18
74 H -12.66 15.90 8.29
75 H -6.20 18.80 5.58
76 H -5.10 20.42 8.77
77 H -8.04 16.53 5.20
78 H -9.46 13.56 7.17
79 H -11.03 14.74 15.40
80 H -21.31 10.25 9.15
81 H -13.98 13.27 12.50
82 H -8.54 20.34 7.71
83 H -18.36 13.26 8.01
84 H -2.74 9.99 10.00
85 H -8.67 14.38 9.72
86 H -9.15 10.75 7.71
87 H -13.30 9.73 6.89
88 H -7.92 12.01 10.70
89 H -16.25 11.17 4.06
90 H -17.14 19.22 10.57
91 H -15.15 14.70 7.17
92 H -11.57 19.66 5.81
93 H -14.99 10.83 13.43
94 H -11.20 18.26 10.71
95 H -14.13 15.51 12.11
96 H -14.67 15.89 13.81
97 H -15.72 15.19 12.58
98 H -21.17 11.40 6.69
99 H -17.15 16.48 9.19
100 H -11.63 21.09 10.95
101 H -15.01 16.52 8.99
102 H -7.89 11.19 6.66
103 H -12.38 13.68 3.82
104 H -3.04 9.34 8.50
105 H -10.27 13.25 2.95
106 H -12.10 14.97 2.82
107 H -14.10 7.36 12.62
108 H -7.30 9.36 8.16
109 H -13.09 15.81 4.54
110 H -15.40 8.16 11.62
111 H -7.75 19.76 8.96
112 H -13.69 18.70 9.34
113 H -12.17 14.12 13.51
114 H -12.30 9.24 3.93
115 H -11.11 10.99 10.14
116 H -14.74 13.37 2.55
117 H -11.33 17.16 4.27
118 H -16.17 13.34 13.71
119 H -14.61 10.80 10.67
120 H -11.58 10.14 8.67
121 H -6.26 16.19 5.69
122 H -10.12 13.95 0.46
123 H -9.65 12.92 9.59
124 H -14.23 15.94 6.91
125 H -12.66 8.22 6.32
126 H -10.49 13.42 12.09
127 H -10.53 13.02 5.78
128 H -11.76 14.40 16.99
129 H -5.50 11.73 8.67
130 H -2.96 11.08 8.74
131 H -16.85 18.16 8.52
132 H -16.08 12.23 6.89
133 H -19.86 9.56 8.61
134 H -11.84 15.99 16.53
135 H -8.88 12.44 2.27
136 H -14.97 8.24 6.08
137 H -9.30 14.67 12.05
138 H -12.97 10.73 4.40
139 H -6.93 10.18 10.54
140 H -13.94 7.94 10.92
141 H -11.58 17.58 9.08
142 H -16.55 10.45 5.53
143 H -7.66 15.64 6.66
144 H -13.70 19.98 10.28
145 H -7.59 13.99 3.16
146 H -12.75 12.78 14.54
147 H -13.11 18.06 6.29
148 H -12.01 21.98 9.53
149 H -15.36 13.86 4.78
150 H -11.51 10.29 5.09
151 H -15.34 13.63 15.09
152 H -8.45 9.73 9.98
153 H -20.73 12.54 8.60
154 H -13.27 11.48 11.41
155 H -12.57 14.15 9.96
156 H -14.24 13.73 9.57
157 H -10.27 14.73 6.14
158 H -17.90 11.61 8.19
159 H -19.92 10.44 10.06
160 H -10.45 21.30 9.70
161 H -11.58 19.67 8.18
162 H -8.52 14.53 0.84
163 H -10.69 14.77 10.97
164 H -8.05 12.23 8.02
165 H -12.70 14.48 6.21
166 H -9.06 17.25 10.55
167 H -5.39 10.52 7.35
168 H -10.20 18.57 5.80
169 H -13.25 13.02 1.70
170 H -17.72 11.57 4.96
171 H -12.87 9.26 12.82
172 H -10.61 19.51 4.32
173 H -18.33 18.01 10.63
174 H -5.40 18.70 8.39
175 H -14.14 14.49 1.36
176 H -16.88 17.76 11.49
177 H -19.99 12.31 6.36
178 H -7.84 17.75 9.29
179 H -9.95 15.29 1.48
180 H -14.86 9.39 14.16
181 H -12.84 18.25 4.10
182 H -9.22 16.71 8.84



Arrangement B

ORCA calculation (the ωB97M-V functional and the def2-TZVPD basis) on a 14-piece molecular cluster, C42H119N7O14 overall.

Results
* multiplicity: 1
* total charge: 0
* frontier orbital gap: 9.15 eV

Geometry (Å):
1 O 0.03 4.13 -6.82
2 O -5.51 1.49 -4.93
3 O 6.21 -3.78 4.08
4 O -3.17 -4.34 -4.33
5 O 1.44 3.29 5.48
6 O 1.00 3.78 0.15
7 O 0.88 -0.66 0.48
8 O 5.96 2.36 1.71
9 O -0.45 -2.19 4.83
10 O 7.09 -1.71 0.75
11 O 1.83 -1.34 -3.51
12 O -4.74 1.56 3.50
13 O -0.26 -5.62 -0.45
14 O -4.90 4.80 -2.44
15 N -1.79 3.13 3.72
16 N 5.17 -1.35 6.75
17 N -6.10 -1.00 -3.70
18 N -1.51 -3.48 7.10
19 N -0.90 -1.32 -1.48
20 N 1.94 2.00 -6.22
21 N -3.35 -1.84 -3.08
22 C -0.78 -3.90 1.24
23 C -5.41 1.38 -3.53
24 C 5.73 -2.16 0.80
25 C -1.30 -4.80 0.11
26 C -0.85 0.08 -1.05
27 C 1.07 3.94 -1.25
28 C 0.38 2.14 -4.41
29 C 0.56 0.34 -0.47
30 C 5.84 1.43 -0.50
31 C -2.95 -1.91 -4.52
32 C 6.41 -2.88 5.14
33 C 5.48 -2.88 -0.52
34 C -4.42 -4.38 -4.97
35 C -3.55 -0.46 2.99
36 C 5.11 -2.17 5.56
37 C 1.52 -3.53 -2.69
38 C 2.53 -2.55 -3.21
39 C -4.69 2.51 -5.44
40 C 2.35 3.33 -1.75
41 C 2.24 -0.63 0.82
42 C 0.49 1.91 -5.94
43 C 0.39 -1.50 3.93
44 C 4.54 -1.41 4.37
45 C -6.34 0.28 -3.01
46 C 0.24 3.77 4.89
47 C -0.80 -1.40 5.96
48 C -2.33 -3.30 -4.82
49 C 5.42 2.56 0.40
50 C -2.20 -1.36 8.04
51 C -4.61 0.52 2.53
52 C -0.52 2.63 4.26
53 C -1.94 0.24 -0.01
54 C 0.21 1.97 3.08
55 C -1.93 -2.10 6.73
56 C -2.98 3.74 -1.60
57 C -0.40 2.80 -6.80
58 C -1.96 -0.77 -4.79
59 C 2.04 4.34 6.24
60 C -6.17 -0.01 -1.51
61 C -4.42 4.08 -1.27
62 C 7.33 -4.61 3.87
63 C -0.73 4.89 -7.76
64 H 0.96 1.25 3.43
65 H -5.12 -3.59 -4.69
66 H 0.17 3.60 -1.78
67 H -0.65 -6.15 -1.14
68 H -4.96 1.17 4.35
69 H 0.77 2.74 2.54
70 H 5.34 -0.95 3.78
71 H -0.43 5.93 -7.67
72 H -0.56 -1.90 -0.72
73 H -3.87 -1.75 -5.07
74 H 2.97 -2.87 -4.16
75 H 7.56 -5.29 4.69
76 H -0.13 -3.11 0.86
77 H -2.90 0.11 -0.51
78 H -0.20 -1.00 3.15
79 H 0.64 1.39 -0.14
80 H 2.01 -4.37 -2.18
81 H 7.22 -1.22 1.57
82 H 2.16 2.99 -6.07
83 H -1.19 -0.42 5.67
84 H -6.21 0.91 -0.91
85 H -1.63 -4.23 -0.77
86 H 4.43 -3.13 -0.67
87 H -7.36 0.59 -3.24
88 H -4.88 3.49 -5.01
89 H 5.20 0.57 -0.28
90 H -3.44 -1.33 2.35
91 H -4.37 -4.30 -6.06
92 H -1.16 -0.67 -4.06
93 H -6.94 -0.71 -1.19
94 H -5.04 -5.25 -4.74
95 H -2.51 -1.57 -2.55
96 H -1.49 -0.88 -5.78
97 H -0.36 4.29 5.65
98 H -4.35 1.05 1.61
99 H -1.93 1.23 0.47
100 H 0.91 2.97 -3.96
101 H -2.73 -0.41 7.89
102 H 1.04 -0.78 4.43
103 H -5.61 0.11 2.35
104 H -1.78 4.85 -7.43
105 H -1.63 -3.46 1.77
106 H -5.06 3.21 -1.11
107 H -0.80 -3.32 7.82
108 H -2.58 0.06 3.00
109 H 2.65 0.32 1.18
110 H -1.41 -3.38 -4.24
111 H 5.82 3.53 0.04
112 H -2.49 0.18 -4.87
113 H -0.40 2.40 -7.83
114 H -2.83 -1.94 8.71
115 H -3.42 -2.84 -2.90
116 H -3.64 2.20 -5.37
117 H -5.20 -0.49 -1.37
118 H -5.10 -1.19 -3.53
119 H 7.19 -5.16 2.94
120 H 2.49 3.47 -2.82
121 H 0.48 4.52 4.13
122 H -2.95 3.10 -2.49
123 H 1.40 4.57 7.09
124 H 0.19 0.89 -6.21
125 H -3.68 -0.81 4.01
126 H 3.32 -2.32 -2.50
127 H 7.11 -2.10 4.80
128 H 1.33 0.28 -1.25
129 H -4.35 1.17 -3.31
130 H 0.74 -3.80 -3.40
131 H 2.32 2.27 -1.46
132 H -2.06 -3.43 -5.87
133 H 4.48 -3.06 5.68
134 H -2.47 3.09 -0.89
135 H 0.13 -1.24 6.53
136 H 5.80 -2.30 -1.39
137 H -1.00 0.81 -1.84
138 H 8.22 -3.97 3.75
139 H -5.63 2.31 -2.99
140 H 6.00 -3.84 -0.58
141 H -2.38 4.64 -1.73
142 H -0.68 2.13 -4.16
143 H -0.14 -4.43 1.95
144 H -4.82 2.57 -6.53
145 H 0.92 -3.10 -1.88
146 H 5.47 2.91 2.31
147 H -0.48 1.45 2.42
148 H 1.12 5.00 -1.56
149 H -1.82 -0.51 0.77
150 H -6.13 -0.71 -4.68
151 H -0.15 -1.43 -2.17
152 H -4.51 4.83 -0.48
153 H -5.80 5.05 -2.20
154 H 5.64 -1.87 7.49
155 H 3.88 -0.60 4.66
156 H 1.04 -2.19 3.39
157 H -2.14 -5.41 0.44
158 H 3.20 3.73 -1.19
159 H 2.36 -0.78 -4.10
160 H -0.85 -3.68 6.34
161 H -2.37 3.41 4.51
162 H 2.90 -0.91 -0.01
163 H -2.32 2.38 3.28
164 H 5.06 -1.32 0.97
165 H 3.99 -2.06 3.68
166 H -2.80 -2.08 6.07
167 H -1.44 2.70 -6.47
168 H 5.57 1.62 -1.54
169 H -1.30 -1.16 8.62
170 H 6.90 -3.39 5.98
171 H -0.67 1.88 5.04
172 H 0.84 1.32 -3.85
173 H -0.70 4.45 -8.76
174 H 6.89 1.18 -0.41
175 H 0.17 4.08 0.52
176 H 4.34 2.67 0.50
177 H 5.83 -0.58 6.64
178 H 2.26 5.22 5.63
179 H 3.00 3.96 6.58
180 H 5.60 -2.84 1.64
181 H 2.46 -1.31 1.65
182 H 2.03 1.99 -7.24



Most favorable structure: arrangement B. The second most favorable one is 81.8 kcal/mol above it.